Here is an isolated molecule of C2N6O4 from the Open Molecules 2025 dataset. Energies are from ωB97M-V with the def2-TZVPD basis set.

The geometry in XYZ format:
```
12
Properties=species:S:1:pos:R:3:forces:R:3
C 1.32707 0.13823 -0.23575 0.0649 -1.1067 4.3487
C -1.33316 0.15166 0.73511 0.3436 0.9935 -0.2114
N 1.70700 -0.16962 1.10908 -2.5479 1.0072 0.1760
N 2.39272 -0.15711 -0.98244 0.2513 0.8166 -3.6915
N 2.85926 -0.56363 1.03442 1.7295 -0.4385 2.7537
N 3.33605 -0.48008 -0.22948 0.4999 -0.4365 -1.4231
N 0.03292 0.10169 -0.42740 -2.5007 -0.6626 -3.8169
N -2.55261 0.27429 -0.23179 0.8648 0.7361 -0.2318
O -0.44051 -0.06365 -1.58536 0.7194 0.7545 2.6958
O -1.43192 0.16900 1.88442 0.9089 -0.2699 -0.7555
O -2.96609 1.38187 -0.46278 0.3852 -0.4912 0.3506
O -2.93073 -0.78263 -0.60804 -0.7189 -0.9025 -0.1948
```
Forces are in eV/Å.

ΔE to the lowest compared entry with this formula, charge and spin in kcal/mol: 0.0
Lowest unoccupied orbital energy (alpha / beta) in eV: -3.14 / -3.13
HOMO energy (alpha / beta) in eV: -11.157 / -11.157
Total energy in eV: -19194.1329
Gap between HOMO and LUMO (alpha / beta) in eV: 8.02 / 8.03
Maximum force in eV Å⁻¹: 4.61


Here is a structure of composition C5H14N2S from the Open Molecules 2025 dataset. Energies are from ωB97M-V with the def2-TZVPD basis set.

The geometry in XYZ format:
```
22
Properties=species:S:1:pos:R:3:forces:R:3
C -0.09239 0.00937 -0.80244 -0.2089 2.1670 1.0242
N -1.19721 -0.27701 0.22769 2.4318 1.1162 -0.8936
C -2.27365 0.67930 0.16831 1.4665 0.4752 0.1164
C -2.38315 1.55519 1.47193 -1.9757 -1.4921 -1.0724
S -4.30950 -1.47599 -0.52988 0.5730 0.8300 0.2594
C 1.13711 -0.83582 -0.70561 -0.6515 2.0484 -0.2619
N 2.55038 0.12498 -0.03633 1.4380 0.7278 2.7025
C 3.81497 -0.63571 0.03106 -1.7590 -2.6130 -1.4448
H 0.26613 1.05628 -0.62244 -0.4392 -0.6564 0.1109
H -0.46544 0.07186 -1.84604 -0.1236 -0.5258 0.3987
H -1.50911 -1.17882 0.02594 -0.7367 -1.6826 -0.0865
H -2.16065 1.22247 -0.76849 -0.0894 0.7283 0.0741
H -3.21189 0.13919 -0.08355 -1.3985 -0.8077 0.1948
H -1.38247 1.74855 1.86486 -0.2639 -0.4237 0.1459
H -3.09924 0.91531 2.13334 1.5875 1.6101 -0.5360
H -2.83430 2.52430 1.18776 -0.0708 -0.5100 0.4440
H 0.94570 -1.80163 -0.93263 0.4002 -3.5480 -0.2493
H 1.65749 -0.75821 0.38248 -0.2292 0.4726 0.4223
H 1.99494 -0.41899 -1.26681 -0.7354 -0.1541 -1.8530
H 4.53643 -0.29029 0.69998 0.5743 1.4231 1.5008
H 4.29933 -0.65400 -0.92821 0.3877 -0.1050 -0.7739
H 3.71652 -1.72033 0.32908 -0.1770 0.9198 -0.2225
```
Forces are in eV/Å.

ΔE to the lowest compared entry with this formula, charge and spin in kcal/mol: 233.8
Lowest unoccupied orbital energy in eV: -3.14
HOMO energy in eV: -8.022
Total energy in eV: -19217.1573
Gap between HOMO and LUMO in eV: 4.88
Maximum force in eV Å⁻¹: 3.58


Here is a cluster of 2 separate species, C4H8O in total from the Open Molecules 2025 dataset. Energies are from ωB97M-V with the def2-TZVPD basis set.

The geometry in XYZ format:
```
13
Properties=species:S:1:pos:R:3:forces:R:3
C 2.60384 -0.43496 0.22354 -0.3577 1.3883 2.4177
C 2.26062 -0.41129 1.55584 1.9388 -1.6436 -1.1849
H 1.87639 -0.33166 -0.55353 -0.5148 0.3308 -0.1895
H 3.61217 -0.19225 -0.12380 0.0361 -1.1702 0.3371
H 1.27317 -0.23996 1.96024 -0.2957 -0.3784 -0.4066
H 3.00417 -0.83331 2.31370 -0.7395 1.4653 -0.9792
C -1.56157 1.10563 0.28060 0.3491 1.6658 1.2682
C -1.12504 0.37916 -0.72765 -1.8268 -3.4042 -0.8336
O -2.17208 -0.48633 -1.25447 1.8551 -1.1747 -1.1597
H -2.45019 0.73318 0.88544 0.8004 1.2687 -1.3659
H -1.00367 2.07960 0.46864 -0.6064 -1.7418 0.6322
H -0.10166 0.03658 -0.95039 -0.5230 1.2578 -0.6951
H -1.90078 -1.19277 -1.95847 -0.1156 2.1363 2.1592
```
Forces are in eV/Å.

ΔE to the lowest compared entry with this formula, charge and spin in kcal/mol: 83.2
Structure (SMILES): C=CO.C=C
Lowest unoccupied orbital energy in eV: 0.85
HOMO energy in eV: -8.945
Total energy in eV: -6321.5621
Gap between HOMO and LUMO in eV: 9.79
Maximum force in eV Å⁻¹: 3.95